Molecular formula: C24H27N9O3Ti
Method: DFT, ωB97M-V/def2-TZVPD

Last column: Mulliken charge in e.
Geometry (Å):
Ti  0.172353  0.349736  -0.140793  -0.31
C  1.676664  4.208410  0.639494  -0.55
O  0.384108  4.769282  0.749964  -0.51
C  -0.665605  4.264366  0.025059  0.35
C  -1.750429  5.127238  -0.110910  -0.72
C  -2.873572  4.763410  -0.837752  -0.56
C  -2.926543  3.528643  -1.440354  -1.07
C  -1.875880  2.608019  -1.289854  0.73
C  -1.912151  1.353324  -1.959892  -0.89
N  -1.044880  0.426965  -1.624500  1.11
N  -0.877007  -0.691288  -2.374413  -1.22
C  0.334121  -1.179152  -2.179112  0.51
O  1.193802  -0.565025  -1.409214  -0.45
C  0.690428  -2.421629  -2.856570  0.45
C  -0.241023  -3.055887  -3.688050  -0.44
C  0.083880  -4.236748  -4.317604  -0.67
C  1.334299  -4.809027  -4.132281  -0.39
C  2.268016  -4.180382  -3.320777  -0.77
C  1.954938  -2.995280  -2.686234  -0.21
C  -0.714548  2.966533  -0.528455  1.37
O  0.296595  2.127111  -0.369211  -0.62
H  2.361285  5.007837  0.928249  0.36
H  1.900074  3.886624  -0.381228  0.20
H  1.805796  3.365615  1.327889  0.16
H  -1.682483  6.094836  0.358952  0.47
H  -3.697061  5.455426  -0.936938  0.39
H  -3.789821  3.238787  -2.019937  0.44
H  -2.594823  1.190800  -2.795385  0.39
H  -1.202225  -2.586999  -3.830639  0.45
H  -0.638132  -4.717015  -4.960930  0.40
H  1.580559  -5.737500  -4.623435  0.40
H  3.244793  -4.621605  -3.190971  0.41
H  2.682546  -2.485000  -2.068331  0.45
N  -2.089910  1.524560  3.336832  0.09
C  -2.191966  1.173207  2.048153  -0.64
N  -1.007025  0.860164  1.577328  1.03
C  -0.147319  1.079660  2.645968  0.50
N  -0.807283  1.467265  3.743771  -0.92
C  1.250692  0.974896  2.453171  -0.68
C  2.210704  1.381444  3.393522  -0.57
N  3.490419  1.441367  3.133002  -0.70
C  3.857868  1.103891  1.864101  -0.66
C  2.962758  0.646359  0.933806  -0.58
N  1.646572  0.531671  1.195759  1.51
H  -2.806481  1.823033  3.978919  0.18
H  -3.117089  1.181710  1.503224  0.52
H  1.894916  1.687415  4.382545  0.47
H  4.908708  1.210625  1.643648  0.40
H  3.275540  0.334842  -0.061175  0.40
N  1.048497  -2.194196  0.832408  -0.50
C  0.505336  -2.971840  1.937509  -0.80
C  -0.894513  -3.466221  1.586519  -0.80
C  -1.886855  -2.320240  1.413663  -0.67
N  -1.585972  -1.491013  0.246558  -0.40
H  1.130259  -2.790700  0.010603  0.16
H  1.982853  -1.863902  1.058230  0.29
H  0.448493  -2.327667  2.820738  0.36
H  1.132571  -3.843906  2.190496  0.45
H  -1.256427  -4.118419  2.383844  0.40
H  -0.845125  -4.054746  0.665585  0.34
H  -1.847834  -1.680194  2.302106  0.28
H  -2.899259  -2.750314  1.349418  0.40
H  -2.399089  -0.909593  0.041982  0.24
H  -1.442111  -2.089582  -0.568071  0.23

Cartesian forces, eV/Å:
-0.33 -1.97 3.16
0.62 -0.17 0.04
-0.88 -0.14 -0.23
0.18 0.51 0.27
0.43 -0.38 0.04
-0.14 -0.10 -0.08
0.06 -0.17 0.06
0.34 0.82 0.68
0.72 -1.35 -0.33
-2.38 1.67 -1.99
-0.01 -1.08 -0.90
-0.54 1.22 -0.09
1.20 -1.77 -2.03
0.25 -0.77 -0.42
0.16 0.31 0.26
0.01 -0.20 -0.10
0.04 0.10 0.08
0.03 -0.27 -0.15
-0.31 0.47 0.13
-0.44 0.11 -0.44
-0.18 2.60 -0.45
-0.03 -0.07 -0.02
-0.01 0.08 0.18
-0.01 0.11 -0.20
0.06 0.14 0.06
-0.04 0.04 -0.02
-0.11 -0.03 -0.12
0.15 -0.03 0.02
-0.08 -0.02 -0.01
-0.06 -0.05 -0.06
0.05 -0.10 -0.06
0.10 -0.02 0.03
-0.01 0.00 0.03
0.04 -0.19 -0.63
-0.19 0.10 0.40
0.03 0.34 1.01
-1.12 0.32 0.62
0.65 -0.07 0.00
0.86 0.02 0.41
-0.48 -0.11 -0.21
0.27 0.25 0.45
-0.15 -0.33 -0.51
0.87 0.04 0.11
0.59 0.47 1.29
0.05 -0.04 -0.15
-0.15 -0.03 -0.10
-0.13 0.01 0.09
0.08 -0.08 -0.19
0.03 0.12 0.11
0.26 -0.21 -0.03
-0.06 -0.42 0.08
0.15 0.49 0.16
-0.06 -0.29 0.23
-0.22 0.02 -0.44
0.09 0.09 0.08
-0.13 -0.01 -0.12
0.06 -0.03 -0.02
-0.09 0.20 0.07
0.01 -0.05 -0.06
-0.07 -0.11 -0.04
-0.06 -0.06 -0.01
0.14 0.16 0.03
0.19 -0.21 -0.14
-0.25 0.17 0.12

Properties
ΔE to the lowest compared entry with this formula, charge and spin, kJ/mol: 189.6
E_tot, hartree: -2498.80085
Gap between HOMO and LUMO (alpha / beta), eV: 4.98 / 7.72
Spin multiplicity: 3

=====

Molecular formula: C24H28AlB2F13IKN2O8P2
Method: DFT, ωB97M-V/def2-TZVPD

Last column: Mulliken charge in e.
Geometry (Å):
C  -4.470507  -2.116908  -1.846308  -1.44
C  -3.875171  -0.764548  -2.054730  1.03
O  -3.769379  -0.266431  -3.147466  -0.55
O  -3.425892  -0.148796  -0.930375  -0.41
C  -2.969364  1.208948  -1.123286  -0.50
C  -1.504151  1.244827  -1.518401  -0.45
C  -0.603939  0.780723  -0.350298  -0.32
C  -0.070243  -0.658038  -0.635264  -1.61
C  1.237683  -0.720345  -1.381878  0.23
C  2.460648  -0.377721  -0.772538  0.12
C  2.624935  0.127438  0.655248  1.05
F  1.682421  -0.351104  1.559615  -0.32
F  3.796980  -0.373730  1.087324  -0.24
C  2.763876  1.716157  0.670311  0.03
F  2.390329  2.169080  -0.558449  -0.28
F  4.058142  1.998226  0.788921  -0.27
C  3.657240  -0.440236  -1.477499  -0.57
C  3.707848  -0.827659  -2.807843  -1.29
C  2.516913  -1.142168  -3.426320  1.13
C  1.301360  -1.107942  -2.732677  0.09
C  0.103115  -1.498986  -3.533084  0.34
O  -0.839859  -2.133956  -3.141109  -0.58
C  0.150409  -1.077059  -5.002233  0.26
P  -1.456622  -0.555307  -5.738886  0.46
N  -1.839617  -1.261385  -7.089621  -0.65
C  1.314768  -1.114366  -5.643174  0.13
P  1.669225  -0.721784  -7.432153  0.03
O  0.838748  -1.857870  -8.205642  -0.40
I  0.683039  1.489253  -7.903613  0.02
C  2.538315  -1.524798  -4.870706  -0.24
O  3.443502  -2.120282  -5.376906  -0.53
H  -5.316358  -2.253406  -2.549610  0.57
H  -4.750219  -2.269541  -0.805671  0.38
H  -3.683862  -2.837400  -2.075624  0.25
H  -3.598927  1.835518  -1.818127  0.04
H  -3.046762  1.709325  -0.153187  0.93
H  -1.368011  0.647594  -2.419740  -0.16
H  -1.256881  2.284275  -1.741619  0.51
H  -1.261878  0.663810  0.512053  0.32
H  0.191431  1.491826  -0.163446  0.38
H  -0.862131  -1.156238  -1.179786  0.65
H  0.008628  -1.210782  0.296097  0.73
H  2.212685  2.226528  1.466855  0.40
H  4.582580  -0.162967  -0.989909  0.51
H  4.667334  -0.849839  -3.301874  0.51
H  -1.363517  0.848594  -5.808113  0.14
H  -2.402674  -0.836585  -4.745160  -0.09
H  -2.696766  -1.796418  -7.020229  0.26
H  0.823031  -1.672737  -9.156204  0.36
K  1.143139  0.226498  3.784721  1.02
B  -5.121882  3.556729  1.114667  0.50
F  -5.372011  4.441764  2.135019  -0.32
F  -5.724714  4.010656  -0.090916  -0.38
F  -3.728041  3.418453  0.899575  -0.34
F  -5.657555  2.274897  1.432062  -0.40
Al  -5.484392  1.326742  -1.443464  0.60
B  3.538415  4.940636  2.294031  0.60
F  3.268643  6.026194  3.118780  -0.36
F  2.880499  5.078793  1.056871  -0.41
F  4.923651  4.804364  2.092859  -0.41
F  3.055787  3.745324  2.910036  -0.41
C  6.996438  3.482404  4.308982  -0.50
C  6.411885  4.080885  5.505508  0.34
N  5.957893  4.548497  6.447271  -0.41
H  6.287296  3.530358  3.481897  0.07
H  7.899763  4.021853  4.031805  0.24
H  7.249871  2.441672  4.505163  0.26
O  -1.245077  -2.033911  4.957493  -0.60
C  -1.424416  -2.721871  5.927050  0.51
O  -0.473652  -2.923877  6.855361  -0.36
C  -0.935591  -3.873584  7.839493  -0.41
C  -2.453445  -3.823335  7.751385  -0.52
C  -2.673650  -3.502476  6.274080  -0.35
H  -0.534325  -4.855900  7.584803  0.26
H  -0.561611  -3.585500  8.818115  0.31
H  -2.933357  -4.740881  8.083780  0.33
H  -2.833406  -3.005152  8.364193  0.27
H  -2.706602  -4.402175  5.657775  0.27
H  -3.563081  -2.901410  6.108538  0.30
F  5.830324  -0.388695  1.607649  -0.40
O  -5.893953  -3.502666  -3.714951  -0.54
H  -5.115295  -3.930079  -4.107296  0.29

Cartesian forces, eV/Å:
0.52 0.28 0.75
0.42 -1.11 -0.50
-0.09 0.70 -0.04
-0.92 0.49 -0.28
1.31 0.73 0.67
0.14 0.68 0.05
-0.44 -1.29 -0.57
-0.27 0.39 0.28
0.16 -0.12 -0.08
-0.56 -0.36 -0.09
1.25 0.31 -0.98
-0.08 0.32 -0.84
-1.11 -0.12 0.35
0.35 -0.18 0.04
-0.51 0.06 0.20
0.00 -0.09 0.15
0.18 0.10 0.00
-0.20 0.08 0.57
0.07 -0.08 -0.31
-0.04 0.19 0.04
0.35 0.08 -0.12
-0.36 -0.03 0.12
0.06 0.48 -0.02
-1.06 -0.94 -0.08
0.28 0.42 -0.24
-0.63 0.09 -0.31
1.12 0.00 -0.12
-0.22 0.24 0.25
-0.16 -0.26 0.19
-0.40 0.11 0.65
0.42 -0.06 -0.56
0.09 -0.24 -0.01
-0.23 -0.05 -0.06
-0.06 -0.08 -0.14
0.81 -0.70 -0.08
-0.34 -0.17 0.04
0.18 0.06 -0.07
-0.11 -0.01 -0.22
0.27 0.36 0.28
-0.04 0.11 0.12
0.14 -0.22 -0.13
0.18 -0.01 0.05
-0.07 0.11 -0.13
-0.03 -0.02 0.13
-0.11 -0.12 -0.27
0.29 -0.08 0.11
0.41 0.32 0.31
0.06 -0.15 -0.03
-0.12 -0.20 -0.04
-0.20 0.25 0.97
-0.02 0.55 0.51
0.00 -0.06 -0.02
0.12 -0.65 -0.39
-0.03 -0.27 -0.25
0.11 -0.35 -0.65
-1.57 0.79 0.84
0.15 0.39 -0.12
-0.04 -0.08 -0.01
-0.03 -0.17 -0.04
-0.03 -0.09 0.01
-0.30 -0.60 0.19
-0.10 -0.04 -0.03
0.12 -0.12 -0.34
-0.10 0.06 0.32
-0.02 0.10 0.02
-0.01 0.02 -0.01
0.02 0.00 0.01
0.33 0.32 -0.07
-0.14 -0.20 -0.25
-0.01 0.06 -0.01
-0.11 -0.17 0.25
-0.11 -0.02 -0.07
0.02 0.12 0.53
0.01 0.02 -0.06
0.15 0.12 -0.10
0.07 -0.04 -0.02
0.02 -0.01 0.02
-0.03 0.06 -0.08
0.02 -0.04 -0.26
0.83 -0.08 0.18
-0.04 0.08 -0.06
0.01 0.01 0.01

Properties
ΔE to the lowest compared entry with this formula, charge and spin, kJ/mol: 0.0
E_tot, hartree: -4813.52409
Gap between HOMO and LUMO, eV: 1.24
Spin multiplicity: 1